#1
A 2-piece molecular cluster, C2H9N3 overall. Source: the OMol25 dataset; level of theory: the ωB97M-V functional and the def2-TZVPD basis.

XYZ file:
```
14
Properties=species:S:1:pos:R:3
C -2.49879 1.59427 -0.73933
N -2.94681 0.78513 -1.96281
H -1.36170 1.90815 -0.91055
H -2.46125 0.93452 0.15398
H -3.13966 2.38778 -0.57795
H -2.41459 0.07558 -2.35306
H -3.93509 0.29063 -1.71505
N 0.92122 -0.72973 0.74786
C 2.20905 -1.20714 0.78526
N 3.04526 -0.69678 1.59040
H 1.08155 0.23070 1.20299
H 0.31918 -1.23248 0.11003
H 2.67975 -1.97363 0.07834
H 3.83258 -0.45439 1.10757
```

Output
SMILES: [H]/N=C/N.CN
LUMO level (eV): 0.7
Frontier orbital gap (eV): 9.45
Charge: 0

#2
A 2-piece molecular cluster, C2H9N3 overall. Source: the OMol25 dataset; level of theory: the ωB97M-V functional and the def2-TZVPD basis.

XYZ file:
```
14
Properties=species:S:1:pos:R:3
C 0.37917 -2.59521 0.06497
N 0.34094 -2.76435 1.31402
H -0.35523 -2.99869 -0.62564
H 1.19148 -2.02457 -0.38594
H 1.13035 -2.28464 1.74584
N -0.78407 2.05276 0.83912
C 0.18518 1.47026 -0.08035
N -0.35020 1.31122 -1.43215
H -1.60708 2.37679 0.34609
H -1.11463 1.35644 1.49474
H 1.11706 2.03434 -0.12831
H 0.47121 0.50227 0.35190
H -0.99430 0.52633 -1.43480
H 0.39014 1.03706 -2.06948
```

Output
SMILES: C=N.NCN
LUMO level (eV): 0.8
Frontier orbital gap (eV): 10.03
Charge: 0

#2 is preferred energetically. Next in line: 146.3 kJ/mol higher.

#1
An isolated ion of composition C3H8NO2 and charge -1. Source: the OMol25 dataset; level of theory: the ωB97M-V functional and the def2-TZVPD basis.

XYZ file:
```
14
Properties=species:S:1:pos:R:3
C -0.82596 0.56079 0.38371
C -1.75330 -0.61678 -0.18092
O -0.96796 -1.65194 -0.74270
N 0.57493 0.19655 0.33792
C 1.98267 0.49195 -0.39967
O 2.94988 0.21762 0.43735
H -0.96758 1.51091 -0.13295
H -1.09774 0.61085 1.44238
H -2.41606 -0.23750 -0.95286
H -2.24536 -0.99118 0.72208
H -0.13064 -1.58863 -0.21436
H 1.00541 0.01641 1.24005
H 1.98927 1.59052 -0.63138
H 1.90244 -0.10958 -1.30865
```

Output
SMILES: [O-]CNCCO
LUMO level (eV): 4.1
Frontier orbital gap (eV): 6.84
Charge: -1

#2
An isolated ion of composition C3H8NO2 and charge -1. Source: the OMol25 dataset; level of theory: the ωB97M-V functional and the def2-TZVPD basis.

XYZ file:
```
14
Properties=species:S:1:pos:R:3
C 0.49774 -1.42456 -0.02010
O 0.71692 -1.89964 1.19920
C 0.41182 0.17517 -0.07723
C -0.45633 0.57058 1.08562
O -0.90501 1.94234 1.07394
N -0.15938 0.67663 -1.38612
H 1.43673 -1.66156 -0.64222
H -0.44386 -1.68131 -0.60799
H 1.43116 0.53030 -0.13109
H 0.03216 0.36063 2.03006
H -1.29325 -0.15886 1.08316
H -1.28698 1.99253 0.19296
H -0.66013 -0.09658 -1.83543
H 0.67841 0.67434 -1.96474
```

Output
SMILES: N[C@H](C[O-])CO
LUMO level (eV): 4.2
Frontier orbital gap (eV): 6.66
Charge: -1

#2 is preferred energetically. Next in line: 49.8 kJ/mol higher.

#1
A 2-piece molecular cluster, C3H6NO3 overall. Source: the OMol25 dataset; level of theory: the ωB97M-V functional and the def2-TZVPD basis.

XYZ file:
```
13
Properties=species:S:1:pos:R:3
C 2.53498 0.16357 -0.09382
C 2.46906 1.31475 -0.53492
C 2.14652 -0.99872 0.44750
N -0.42391 1.11117 -0.45468
O 2.40209 2.35893 -1.05570
O 0.83421 -1.19607 0.49214
O 3.09562 -1.92827 0.77164
H -0.45544 0.07263 -0.58009
H -1.33496 1.53678 -0.31678
H -0.10829 1.45099 -1.34584
H 0.27158 1.15707 0.23642
H 0.63041 -1.88773 1.14767
H 2.72579 -2.78576 0.93746
```

Output
LUMO level (eV): -3.9
Frontier orbital gap (eV): 9.30
Charge: +1

#2
A 2-piece molecular cluster, C3H6NO3 overall. Source: the OMol25 dataset; level of theory: the ωB97M-V functional and the def2-TZVPD basis.

XYZ file:
```
13
Properties=species:S:1:pos:R:3
C -1.59900 0.29348 0.03029
C -1.51992 -1.12395 -0.17459
C 3.87025 0.38130 -0.05302
N 2.79891 0.06270 0.09867
O -2.75979 0.92936 -0.13968
O 1.60592 -0.19315 0.18081
O -0.65581 1.11046 0.18545
H -0.86159 -1.49313 0.63933
H -2.51536 -1.41249 -0.09611
H -1.06412 -1.34769 -1.19174
H 4.88573 0.12333 0.18620
H 0.36165 0.79158 0.26112
H -2.54687 1.87822 0.07325
```

Output
LUMO level (eV): -4.1
Frontier orbital gap (eV): 11.04
Charge: +1

#1 is preferred energetically. Next in line: 98.1 kJ/mol higher.

#1
An isolated ion of composition C4H10N3 and charge +1. Source: the OMol25 dataset; level of theory: the ωB97M-V functional and the def2-TZVPD basis.

XYZ file:
```
17
Properties=species:S:1:pos:R:3
C -0.17053 -0.43128 1.44451
C 1.11499 -0.99712 1.88895
C -1.38974 0.36993 -0.67939
C -1.34209 1.88066 -0.94269
N -0.52879 -0.11765 0.22193
N -2.22729 -0.48331 -1.31953
N 2.18175 -1.00684 0.92654
H -0.86305 -0.47877 2.27147
H 1.25557 -0.32092 2.82646
H 0.95871 -2.02192 2.40193
H -2.25149 2.34241 -0.74059
H -1.25377 1.98640 -1.98334
H -0.41546 2.27200 -0.39566
H -2.74951 -0.44323 -2.20226
H -2.31341 -1.35661 -0.93694
H 2.65389 -0.13576 0.81544
H 2.90803 -1.54609 1.32652
```

Output
SMILES: CC(=[NH2+])/N=C/CN
LUMO level (eV): -3.7
Frontier orbital gap (eV): 9.90
Charge: +1

#2
An isolated ion of composition C4H10N3 and charge +1. Source: the OMol25 dataset; level of theory: the ωB97M-V functional and the def2-TZVPD basis.

XYZ file:
```
17
Properties=species:S:1:pos:R:3
C 1.11984 0.70396 -0.22374
C -0.45987 -0.85610 0.09645
C -0.36595 0.01501 1.36556
C 0.62176 -0.76267 -2.12484
N 0.54213 -0.34960 -0.75628
N 0.83357 0.78611 1.07942
N -1.57485 0.75428 1.52333
H 1.84664 1.29183 -0.69871
H -0.20171 -1.91682 0.41109
H -1.37879 -0.97079 -0.38946
H -0.23996 -0.54159 2.36334
H 1.29038 -1.59458 -2.26655
H -0.45107 -0.89188 -2.34397
H 1.11912 -0.00665 -2.67072
H 0.84554 1.68494 1.56131
H -1.70087 1.34407 2.41220
H -1.84592 1.31048 0.66158
```

Output
SMILES: CN1C=[NH+][C@@H](N)C1
LUMO level (eV): -3.8
Frontier orbital gap (eV): 10.28
Charge: +1

#3
An isolated ion of composition C4H10N3 and charge +1. Source: the OMol25 dataset; level of theory: the ωB97M-V functional and the def2-TZVPD basis.

XYZ file:
```
17
Properties=species:S:1:pos:R:3
C 0.22865 -0.82694 0.35127
C 2.28515 0.38943 0.71709
C 2.87956 0.12992 -0.65912
C -3.09268 0.41881 0.12997
N 1.04096 0.09516 0.91006
N -1.04591 -0.71422 0.02833
N -1.74870 0.40842 -0.28219
H 0.51446 -1.90848 0.28385
H 2.94321 0.83503 1.34953
H 3.62968 -0.68977 -0.63116
H 3.58476 1.00245 -0.79329
H 2.12637 -0.10831 -1.35878
H -3.43636 1.36942 -0.12991
H -3.69154 -0.24220 -0.71636
H -3.40291 0.10976 1.20077
H -1.49784 -1.56423 -0.21429
H -1.31687 1.29575 -0.18576
```

Output
SMILES: C/C=N\C=[NH+]/NC
LUMO level (eV): -4.6
Frontier orbital gap (eV): 8.63
Charge: +1

#4
A 2-piece molecular cluster, C4H10N3 overall. Source: the OMol25 dataset; level of theory: the ωB97M-V functional and the def2-TZVPD basis.

XYZ file:
```
17
Properties=species:S:1:pos:R:3
C -1.86161 0.17274 -1.72931
C -1.93828 -1.12128 -1.33703
C -0.80996 1.12156 -1.20852
C -0.23926 -0.81382 0.20961
N -0.04006 0.47429 -0.17575
N 3.02952 0.63261 2.49499
N -1.06905 -1.65237 -0.36151
H -2.37698 0.45951 -2.60121
H -2.75374 -1.85415 -1.59414
H -0.29814 1.81045 -1.95713
H -1.41381 1.78125 -0.62052
H 0.81181 1.10437 0.31592
H 0.52620 -1.37406 0.60349
H 3.04965 1.46172 3.02401
H 3.90608 0.21823 2.47636
H 2.26327 0.14200 2.93239
H -0.78566 -2.56306 -0.47165
```

Output
LUMO level (eV): -4.4
Frontier orbital gap (eV): 8.90
Charge: +1

#2 is preferred energetically. Next in line: 80.4 kJ/mol higher.